Record 1
{
  "formula": "C2H9N2O2P",
  "method": "ωB97M-V with the def2-TZVPD basis set",
  "elements": ["C", "C", "N", "N", "O", "O", "P", "H", "H", "H", "H", "H", "H", "H", "H", "H"],
  "xyz": [[-2.288, 1.134, -0.110], [-1.251, -0.938, 0.064], [2.280, -0.440, -1.201], [2.043, -0.414, 1.416], [1.329, 1.657, 0.005], [-2.069, -0.043, 0.638], [1.290, 0.192, 0.020], [-1.386, 1.752, -0.089], [-3.112, 1.661, 0.365], [-2.541, 0.903, -1.150], [-1.355, -1.096, -1.004], [-1.106, -1.814, 0.677], [2.272, 0.144, -2.026], [2.183, -1.419, -1.419], [1.932, -1.404, 1.582], [1.779, 0.124, 2.230]],
  "lumo_energy_ev": [0.26, 0.26],
  "orbital_gap_ha": [0.2878, 0.2878],
  "e_tot_ha": -682.912364
}

=====

Record 2
{
  "formula": "C2H9N2S",
  "method": "ωB97M-V with the def2-TZVPD basis set",
  "elements": ["C", "S", "H", "H", "H", "N", "C", "N", "H", "H", "H", "H", "H", "H"],
  "xyz": [[0.950, 2.725, 0.025], [1.842, 1.756, -1.234], [0.897, 2.319, 1.035], [-0.101, 2.847, -0.253], [1.365, 3.728, 0.112], [-0.801, -2.664, -0.445], [-0.933, -1.207, -0.332], [-0.259, -0.655, 0.858], [-1.170, -3.102, 0.408], [0.188, -2.891, -0.430], [-1.974, -0.894, -0.335], [-0.436, -0.840, -1.237], [0.097, 0.255, 0.612], [0.336, -1.378, 1.217]],
  "total_charge": -1,
  "lumo_energy_ev": 4.00,
  "orbital_gap_ha": 0.2309,
  "e_tot_ha": -589.302584
}